Entry 1:
C33H28CdCl2N3OS4 as an isolated structure, computed with ωB97M-V with the def2-TZVPD basis set.

```
72
Properties=species:S:1:pos:R:3:forces:R:3
Cd -0.07373 0.68293 -0.34447 -0.116 0.237 -0.087
S -2.75721 1.71256 -0.73922 0.149 0.203 -0.212
C -2.76338 1.39975 -2.44714 -0.080 -0.036 0.062
C -3.27921 2.33945 -3.35873 0.029 -0.085 -0.054
C -3.23862 2.12385 -4.72193 -0.019 -0.001 0.032
C -2.69530 0.94935 -5.23775 0.014 -0.030 -0.020
C -2.22284 -0.01163 -4.36329 0.055 0.023 0.059
C -2.25612 0.20336 -2.98533 -0.114 -0.169 -0.121
S -1.58505 -1.07566 -1.95049 -0.113 0.309 0.161
C -2.93777 -1.35091 -0.75708 0.194 0.168 -0.172
C -2.82924 -0.74199 0.62150 0.012 -0.621 0.173
C -3.99331 -0.59674 1.38971 0.034 0.039 -0.122
C -3.87531 -0.30341 2.72665 0.017 -0.049 0.046
C -2.60628 -0.21937 3.29866 -0.095 0.042 -0.032
C -1.50723 -0.41189 2.48051 0.055 -0.091 0.025
C -0.12711 -0.50703 3.07905 0.183 0.223 -0.026
S 1.19525 0.46639 2.25552 -0.129 -0.317 -0.090
C 2.35888 -0.84475 1.93271 0.070 0.002 0.126
C 2.98576 -1.40420 3.05023 -0.010 0.002 -0.067
C 3.90532 -2.42850 2.92969 -0.026 -0.003 0.015
C 4.21616 -2.88851 1.65069 0.035 0.077 0.025
C 3.61737 -2.32891 0.54282 -0.022 -0.015 -0.003
C 2.66840 -1.28287 0.62846 0.033 0.010 0.034
S 2.05451 -0.63902 -0.85781 0.048 0.082 0.038
N -1.62319 -0.65642 1.17330 -0.025 0.314 0.101
H -3.69935 3.25259 -2.95744 0.042 0.024 -0.004
H -3.62884 2.87831 -5.39532 0.004 0.009 0.009
H -2.64630 0.78337 -6.30635 -0.013 0.004 0.000
H -1.80669 -0.93947 -4.73756 -0.029 -0.006 -0.007
H -2.94401 -2.43577 -0.61770 -0.051 -0.006 0.006
H -3.86571 -1.04510 -1.23559 -0.033 -0.029 0.031
H -4.95917 -0.68223 0.91005 -0.008 0.010 0.020
H -4.75965 -0.16393 3.33675 0.004 0.022 -0.007
H -2.48011 -0.03133 4.35683 0.026 0.015 -0.008
H 0.21371 -1.53905 3.00080 -0.068 -0.040 0.066
H -0.15757 -0.21246 4.12710 -0.045 -0.084 0.032
H 2.74594 -1.00362 4.02886 0.001 -0.011 0.004
H 4.38051 -2.84909 3.80695 0.004 0.008 -0.001
H 4.94510 -3.68209 1.52698 -0.008 -0.002 -0.041
H 3.87116 -2.68064 -0.44952 -0.001 -0.018 0.009
Cl 2.41921 4.17915 -3.27549 -0.022 0.029 -0.014
C 1.59667 4.54179 -1.78661 -0.004 -0.022 0.013
C 1.65560 5.84329 -1.29118 0.006 -0.050 0.054
C 1.01511 6.18350 -0.13073 0.026 0.100 -0.025
Cl 1.09703 7.83933 0.43885 -0.015 -0.016 -0.001
C 0.30016 5.21684 0.60479 0.018 -0.104 0.001
C -0.41687 5.48040 1.79201 -0.017 0.009 0.002
C -1.06970 4.46493 2.43033 -0.052 0.001 0.019
C -0.98192 3.16563 1.90604 0.086 -0.031 -0.009
N -0.32197 2.89058 0.81048 0.059 0.051 -0.013
C 0.28645 3.88141 0.12295 -0.041 0.055 -0.001
C 0.89157 3.50355 -1.15164 -0.014 0.006 -0.108
O 0.77324 2.34017 -1.63630 0.007 0.017 0.101
H 2.21749 6.58942 -1.83660 -0.019 0.002 -0.022
H -0.45250 6.49199 2.17380 0.017 -0.003 0.002
H -1.65079 4.64411 3.32551 0.028 0.009 0.010
H -1.47789 2.33510 2.39993 0.002 0.002 0.015
C 0.47882 -6.29654 0.40863 -0.001 0.050 -0.013
C 0.28092 -5.26021 1.52214 -0.006 -0.051 -0.006
C -0.95967 -5.60185 2.35558 -0.010 0.016 -0.017
C 1.52738 -5.18729 2.41042 -0.009 0.015 -0.026
C 0.07306 -3.94386 0.89306 0.069 0.036 0.068
N -0.08132 -2.91456 0.40632 -0.107 -0.276 -0.067
H 0.62827 -7.28299 0.85136 0.004 0.006 0.007
H 1.35009 -6.04581 -0.19643 0.001 -0.015 0.000
H -0.39264 -6.33363 -0.24563 0.003 -0.015 -0.001
H -0.84988 -6.60125 2.78092 0.015 0.008 0.010
H -1.85924 -5.58164 1.73955 -0.002 -0.025 0.004
H -1.08721 -4.88793 3.16992 -0.005 0.001 -0.004
H 1.73524 -6.17493 2.82774 -0.023 -0.001 0.011
H 1.38243 -4.48216 3.22968 0.015 0.009 -0.011
H 2.39096 -4.85284 1.83683 -0.009 -0.021 0.020
```
Forces are in eV/Å.

The HOMO-LUMO gap is 6.29 eV. The calculation puts the LUMO energy at 2.130 eV. For the energy relative to the best compared isomer or geometry (same formula, charge and spin), the calculation gives 108.69 kJ/mol. As for the charge: -1. As for the energy: -4194.86386 Eh.

Atomic partial charges in e from the Löwdin method, atoms 1 to 2: atom 1 (Cd): 1.1510, atom 2 (S): 0.6083

***

Entry 2:
C33H28Cl5N4NiOS3Si as an isolated structure at a distorted geometry, computed with ωB97M-V with the def2-TZVPD basis set.

```
76
Properties=species:S:1:pos:R:3:forces:R:3
Ni -0.04162 -0.08699 0.24379 -0.302 -0.059 -1.933
Cl 0.34294 0.22311 2.69711 0.040 -0.006 0.743
C 1.93393 0.13990 1.97506 0.561 0.097 -0.182
C 1.94490 0.08782 0.58433 -0.077 0.055 0.879
C 3.21103 0.05452 0.02825 0.006 -0.005 -0.085
Cl 3.35826 0.00609 -1.70020 -0.036 -0.028 -0.111
C 4.38206 0.06298 0.79225 -0.040 0.020 -0.038
Cl 5.93321 0.03462 0.03301 0.004 -0.010 0.003
C 4.30571 0.09898 2.18345 0.007 -0.005 -0.112
Cl 5.73961 0.10341 3.14212 -0.008 -0.002 0.011
C 3.05638 0.13853 2.79095 -0.128 0.018 0.130
Cl 2.91681 0.18484 4.51259 -0.002 0.014 -0.031
S -4.55875 -5.62555 -1.96584 -1.519 -0.311 1.097
C -3.35940 -4.88491 -1.08401 -0.187 0.006 1.680
S -3.41451 -3.20687 -0.65398 -0.310 -0.095 1.228
C -1.82919 -3.31028 0.11597 -0.464 -0.108 -0.639
N -1.33696 -4.49697 0.03319 0.178 -0.290 0.021
N -2.18034 -5.37885 -0.61617 -0.840 -0.130 0.991
C -1.66743 -6.70854 -0.75523 -0.230 -0.069 0.770
C -0.28375 -6.86429 -0.82438 0.116 -0.335 0.740
C 0.26236 -8.12996 -0.95700 -0.004 0.148 0.092
C -0.55959 -9.24791 -1.00718 -0.074 -0.066 -0.045
C -1.93231 -9.08906 -0.90500 0.058 -0.076 -0.040
C -2.49430 -7.82562 -0.77458 0.053 0.241 0.007
S -1.08994 -2.01792 0.97317 -0.260 -0.360 0.746
H 0.33921 -5.98398 -0.77611 -0.042 -0.195 0.155
H 1.33783 -8.24104 -1.02390 -0.019 0.019 0.012
H -0.13122 -10.23736 -1.11742 -0.016 0.034 0.010
H -2.57932 -9.95745 -0.92104 -0.012 0.029 -0.001
H -3.56104 -7.70747 -0.69000 -0.058 0.023 -0.017
C -1.07849 -0.58869 -5.81807 -0.017 0.010 0.060
C -0.43144 0.02004 -4.56451 -0.132 -0.098 -0.098
C 1.06732 -0.27301 -4.60297 0.022 -0.100 0.020
C -0.64024 1.53795 -4.58073 -0.022 0.002 0.064
Si -1.19413 -0.67948 -2.94818 -0.021 -0.080 -0.084
O -0.50744 -0.06415 -1.66072 0.357 0.173 0.120
C -1.10783 -2.57065 -2.96777 -0.053 0.090 -0.102
C -2.22905 -3.39396 -3.11817 0.640 0.009 -0.827
C -2.12009 -4.77998 -3.08839 1.427 0.051 -2.171
C -0.87772 -5.37248 -2.90320 0.326 0.597 -1.475
C 0.24431 -4.57499 -2.71423 -0.060 0.131 -0.253
C 0.12582 -3.19101 -2.74080 0.074 0.009 -0.079
C -3.02313 -0.15338 -2.98765 -0.093 -0.129 -0.003
C -3.94882 -0.51142 -3.97499 -0.057 0.017 0.093
C -5.26486 -0.06464 -3.93357 0.052 0.041 0.007
C -5.69218 0.74691 -2.88981 -0.014 0.009 -0.017
C -4.79625 1.10553 -1.89184 0.017 -0.073 -0.024
C -3.48026 0.66278 -1.95006 0.026 0.005 0.073
H -0.50329 -0.31376 -6.71330 -0.029 0.006 0.053
H -2.09800 -0.22022 -5.96012 0.062 -0.032 -0.013
H -1.11330 -1.68281 -5.76744 0.023 0.066 -0.019
H 1.52395 0.20434 -5.48160 -0.009 -0.031 0.034
H 1.26353 -1.34890 -4.66543 0.000 0.083 -0.006
H 1.55706 0.10871 -3.70880 0.049 0.021 0.030
H -0.20637 1.97517 -5.49098 -0.011 -0.002 0.051
H -0.16318 2.00288 -3.71219 -0.006 -0.004 -0.053
H -1.70494 1.79389 -4.55352 0.067 0.006 -0.023
H -3.21058 -2.94955 -3.24567 0.054 -0.080 -0.138
H -3.00603 -5.39553 -3.19581 1.033 0.270 -0.827
H -0.79069 -6.45326 -2.89072 0.000 0.387 -0.539
H 1.21062 -5.03427 -2.53819 0.049 0.044 -0.025
H 1.00572 -2.57733 -2.56574 -0.029 -0.039 -0.003
H -3.64605 -1.16499 -4.78631 -0.033 0.032 0.031
H -5.95841 -0.35035 -4.71613 -0.001 -0.023 0.028
H -6.71979 1.09116 -2.85182 0.022 -0.024 -0.001
H -5.13347 1.71124 -1.05631 0.017 0.032 -0.035
H -2.77600 0.93557 -1.16863 -0.103 -0.081 -0.184
N -2.62631 3.11113 0.42187 0.093 0.063 -0.019
C -1.77391 3.70762 -0.48265 -0.045 -0.033 -0.002
C -0.69252 2.88791 -0.55981 0.103 -0.098 -0.006
N -0.87108 1.81758 0.28102 -0.119 0.108 0.215
C -2.04176 1.97272 0.85162 0.127 0.220 0.064
H -3.53101 3.44731 0.69053 -0.092 -0.005 0.027
H -2.01679 4.62870 -0.98516 0.009 -0.080 0.046
H 0.19647 2.97967 -1.16173 -0.077 -0.041 0.000
H -2.48644 1.29315 1.56269 -0.021 0.017 -0.069
```
Forces are in eV/Å.

The spin multiplicity is 3. The HOMO-LUMO gap (spin up / spin down) is 7.14 / 7.16 eV. The calculation puts the LUMO energy (spin up / spin down) at 2.123 / 2.102 eV. For the energy relative to the best compared isomer or geometry (same formula, charge and spin), the calculation gives 265.86 kJ/mol. As for the charge: -1. As for the energy: -6862.02262 Eh.

Atomic partial charges in e from the Löwdin method, atoms 1 to 2: atom 1 (Ni): 0.2555, atom 2 (Cl): 0.6988

***

Entry 3:
C33H28CrN5S2Se as an isolated structure at a distorted geometry, computed with ωB97M-V with the def2-TZVPD basis set.

```
70
Properties=species:S:1:pos:R:3:forces:R:3
Cr 0.08830 0.18785 -0.52535 1.840 0.642 -0.688
S -6.91530 -1.16010 1.30301 1.163 0.099 -0.193
N -5.82017 -0.17141 1.95958 0.016 0.385 0.388
C -4.67561 -0.30038 1.30589 -1.064 -0.665 -0.319
C -3.46987 0.43367 1.54337 0.981 0.235 -0.481
C -3.25332 1.32405 2.58588 0.387 0.154 -0.106
C -2.02194 1.97086 2.67034 -0.395 -0.205 -0.019
C -1.04680 1.70593 1.72597 0.305 0.339 0.235
N -1.22993 0.86437 0.71226 -1.404 -0.095 0.840
C -2.42247 0.22247 0.61014 -0.434 1.073 1.469
C -2.50829 -0.71183 -0.43624 -0.519 -1.301 -1.135
N -1.38709 -0.82523 -1.21320 -1.745 -0.819 -0.091
C -1.37661 -1.80085 -2.13406 0.386 0.006 -0.205
C -2.43604 -2.65646 -2.34589 -0.619 -0.002 0.357
C -3.60345 -2.52368 -1.58494 0.569 0.061 -0.310
C -3.64686 -1.53620 -0.61296 0.917 0.370 -0.256
C -4.76100 -1.26629 0.25059 -0.893 0.336 0.752
N -5.96508 -1.81012 0.17058 -0.091 -0.378 -0.426
H -4.03207 1.49311 3.31179 -0.096 0.055 0.085
H -1.82035 2.66626 3.46937 0.052 0.042 0.035
H -0.06411 2.16267 1.77881 -0.080 0.037 0.019
H -0.45619 -1.88905 -2.70275 -0.116 0.018 -0.050
H -2.36091 -3.42587 -3.09640 0.048 -0.040 -0.098
H -4.45044 -3.17208 -1.73018 -0.135 -0.099 -0.052
C -1.46392 5.38721 -4.87615 -0.015 -0.002 -0.031
C -0.68443 4.40101 -4.06568 0.108 -0.149 0.073
C -0.16908 4.72437 -2.82040 -0.089 0.038 -0.150
C 0.58555 3.82810 -2.07878 -0.024 -0.282 0.030
C 1.14239 4.26291 -0.75835 -0.017 -0.031 -0.005
C 0.81488 2.54969 -2.59973 0.167 -0.150 0.049
Se 1.87689 1.25812 -1.59589 0.514 0.690 -0.624
C 0.32007 2.20315 -3.86209 -0.006 -0.021 0.183
C 0.60188 0.87073 -4.48174 -0.070 -0.108 0.069
C -0.42857 3.13078 -4.56671 0.019 0.165 0.124
H -1.67296 6.29127 -4.31041 -0.040 0.065 0.010
H -2.40531 4.94998 -5.20336 -0.100 0.050 -0.055
H -0.89886 5.66147 -5.76577 -0.023 0.087 -0.089
H -0.35090 5.70767 -2.40964 -0.026 0.135 0.019
H 0.74412 5.23318 -0.47262 -0.010 0.071 0.014
H 2.22692 4.33831 -0.82253 0.103 -0.028 0.137
H 0.90545 3.53959 0.02185 0.076 -0.004 0.068
H 0.49676 0.06624 -3.75150 0.043 0.011 -0.085
H 1.62569 0.83973 -4.85451 0.063 -0.109 -0.014
H -0.07940 0.68699 -5.30637 -0.023 -0.036 -0.168
H -0.80681 2.85747 -5.54003 -0.090 -0.030 -0.184
N 1.25048 -0.72789 0.79937 0.332 -0.230 0.162
S 2.79455 -1.17822 0.87072 -0.734 -0.584 1.047
C 2.71037 -2.99750 0.91750 0.066 0.147 -0.248
C 3.72891 -3.70176 1.53861 0.079 -0.078 -0.165
C 3.54044 -5.04525 1.81380 0.042 0.071 0.045
C 2.35540 -5.67057 1.45303 -0.034 -0.028 -0.103
C 1.38067 -4.97352 0.75674 0.111 -0.013 0.142
C 1.55204 -3.62301 0.49570 -0.013 0.177 -0.141
C 3.06131 -1.04923 2.65089 0.177 0.267 -0.165
C 2.19835 -1.75256 3.48050 -0.009 -0.006 0.149
C 2.29556 -1.59503 4.84875 -0.055 -0.043 -0.134
C 3.25089 -0.74134 5.37919 0.080 0.099 -0.066
C 4.09489 -0.03333 4.53936 0.005 -0.024 0.189
C 4.00589 -0.18118 3.16348 -0.085 -0.119 -0.172
H 0.73699 -1.07958 1.60403 0.174 -0.121 0.026
H 4.64397 -3.20356 1.82772 0.028 0.011 0.121
H 4.30428 -5.59240 2.34573 0.066 -0.056 -0.017
H 2.19358 -6.70479 1.71274 0.015 -0.127 -0.024
H 0.47286 -5.46605 0.45051 -0.126 -0.089 -0.056
H 0.78280 -3.05281 -0.01052 -0.008 -0.006 0.059
H 1.46353 -2.42957 3.06687 -0.017 -0.097 0.022
H 1.62809 -2.14281 5.49472 -0.047 -0.064 0.101
H 3.33002 -0.63181 6.44869 0.042 0.062 0.122
H 4.82359 0.63955 4.95722 0.155 0.109 0.056
H 4.65580 0.36456 2.49946 0.123 0.131 -0.071
```
Forces are in eV/Å.

The spin multiplicity is 5. The HOMO-LUMO gap (spin up / spin down) is 5.36 / 6.03 eV. The calculation puts the LUMO energy (spin up / spin down) at -3.621 / -3.888 eV. For the energy relative to the best compared isomer or geometry (same formula, charge and spin), the calculation gives 140.60 kJ/mol. As for the charge: +1. As for the energy: -5790.20724 Eh.

Atomic partial charges in e from the Löwdin method, atoms 1 to 2: atom 1 (Cr): 0.4631, atom 2 (S): 1.0633